A single C2H2N4O2 molecule in a non-equilibrium geometry. Source: the Open Molecules 2025 dataset; level of theory: wB97M-V/def2-TZVPD.

Structure (XYZ):
```
10
Properties=species:S:1:pos:R:3:forces:R:3:nbo_charge:R:1
O -2.4917 -0.9343 -0.0972 1.54 -0.17 -0.18 -0.52
C -1.4419 -0.3416 -0.0535 0.22 -2.02 1.28 0.73
N -1.4083 1.0270 -0.1127 0.09 1.28 -0.44 -0.28
N -0.3013 1.6091 -0.0418 -2.60 0.73 -0.03 0.09
N 0.7998 0.9836 0.1477 7.27 3.62 -0.90 -0.43
C 1.1735 -0.3695 0.0681 -6.43 1.47 -0.51 0.79
O 2.1936 -0.8356 -0.2502 1.91 -0.86 0.30 -0.52
N -0.1328 -0.9654 0.2347 0.94 1.23 -0.46 -0.69
H 1.6052 1.7500 -0.0832 -2.12 -2.84 1.06 0.41
H 0.0039 -1.9234 0.1881 -0.83 -2.45 -0.14 0.41
```
Positions in Å, forces in eV/Å.

Orbital gap   10.173 eV
Electronic energy   -12159.79666 eV
SMILES   O=c1nn[nH]c(=O)[nH]1
Total charge   0
HOMO energy   -10.73 eV

***

A molecular structure, C2H2N4O2 in a non-equilibrium geometry. Source: the Open Molecules 2025 dataset; level of theory: wB97M-V/def2-TZVPD.

Structure (XYZ):
```
10
Properties=species:S:1:pos:R:3:forces:R:3:nbo_charge:R:1
C 0.0762 1.0936 -0.5568 0.94 0.08 0.57 0.10
C 0.3876 -1.0300 -0.2235 -0.30 0.98 0.09 0.09
N 1.3699 0.8395 -0.4099 -0.53 3.52 -0.87 -0.26
N 1.5242 -0.4484 -0.2345 2.14 -1.44 0.31 -0.24
N -0.5246 -0.0794 -0.4245 -3.91 0.11 0.35 -0.11
N -3.4844 -0.1303 -0.0704 -1.96 1.73 1.26 0.50
O -3.9998 0.8553 0.2819 1.61 -0.98 -0.82 -0.21
O -2.1903 -0.4313 -0.2153 2.60 -1.63 -1.25 -0.30
H -0.4875 1.9845 -0.7401 0.34 0.43 0.05 0.22
H 0.3129 -2.0381 -0.2052 -0.94 -2.80 0.30 0.21
```
Positions in Å, forces in eV/Å.

Orbital gap   7.631 eV
Electronic energy   -12154.01613 eV
Total charge   0
HOMO energy   -9.89 eV

***

A single C2H2N4O2 molecule in a non-equilibrium geometry. Source: the Open Molecules 2025 dataset; level of theory: wB97M-V/def2-TZVPD.

Structure (XYZ):
```
10
Properties=species:S:1:pos:R:3:forces:R:3:nbo_charge:R:1
H 2.0516 -0.4885 1.1420 -1.47 0.89 0.88 0.33
N 1.2820 0.0083 1.7036 -1.60 -0.98 -5.10 -0.71
C 0.1345 0.1378 0.9414 7.80 -3.57 2.14 0.61
O -0.7631 0.6387 1.6295 -5.41 2.34 2.04 -0.30
N -1.8971 0.8158 0.7761 -1.52 2.38 1.38 0.14
N -1.6330 0.4476 -0.3404 -1.27 -1.32 -0.03 0.02
N -0.5130 -0.2958 -0.2603 4.49 1.43 -3.41 -0.33
C 0.3021 -0.2495 -1.5709 -1.99 -3.29 -2.49 0.52
O -0.2541 -0.0012 -2.6744 3.16 -0.61 5.52 -0.47
H 1.2902 -1.0133 -1.3465 -2.19 2.74 -0.94 0.18
```
Positions in Å, forces in eV/Å.

Orbital gap   8.931 eV
Electronic energy   -12156.36166 eV
SMILES   [H]/N=c1/onnn1C=O
Total charge   0
HOMO energy   -9.94 eV

***

2 unconnected molecules or ions with the total composition C2H2N4O2S in a non-equilibrium geometry. Source: the Open Molecules 2025 dataset; level of theory: wB97M-V/def2-TZVPD.

Structure (XYZ):
```
11
Properties=species:S:1:pos:R:3:forces:R:3:nbo_charge:R:1
C -0.4196 -1.7000 -0.5952 4.29 1.78 1.63 -0.03
C 2.4683 0.0446 0.4136 -0.90 0.82 0.66 -0.12
N 0.6527 -1.2440 -0.1436 -5.48 -1.62 -1.21 -0.13
N 1.8584 -0.9742 -0.0375 2.61 -0.50 -0.22 -0.16
N -0.8769 1.5492 0.7821 1.57 -0.84 1.22 -0.14
N -1.7421 1.9181 0.2064 0.43 -0.06 -0.01 0.46
O -2.8270 -0.8578 -0.7007 0.19 -0.41 0.01 -0.94
O -2.6068 2.3388 -0.4239 -2.02 0.85 -1.24 -0.32
S -1.9659 -2.0740 -0.8760 -0.38 0.55 -0.13 0.99
H 1.9230 0.9105 0.7743 -0.24 0.12 -0.16 0.18
H 3.5360 0.0887 0.6007 -0.06 -0.68 -0.55 0.20
```
Positions in Å, forces in eV/Å.

Orbital gap (alpha / beta)   7.826 / 7.827 eV
Electronic energy   -22990.46143 eV
Total charge   0
HOMO energy (alpha / beta)   -8.37 / -8.37 eV

***

2 unconnected molecules or ions with the total composition C2H2N4O3 in a non-equilibrium geometry. Source: the Open Molecules 2025 dataset; level of theory: wB97M-V/def2-TZVPD.

Structure (XYZ):
```
11
Properties=species:S:1:pos:R:3:forces:R:3:lowdin_spin:R:1
C 1.8320 2.1705 0.6069 0.32 0.44 0.17 0.00
C 1.4897 0.4255 -0.9242 0.43 -0.17 -0.40 0.00
N 2.2886 3.0512 1.2226 0.48 0.39 0.15 0.00
N -1.8193 -2.1171 0.9735 0.82 -4.53 3.86 0.40
N 1.1434 1.2457 0.0592 -1.43 -0.57 0.29 0.00
N -1.9429 -1.1862 0.1437 -1.71 2.64 -2.03 0.83
O 0.5376 -0.4921 -1.2463 -0.11 -0.08 0.03 0.02
O -3.0937 -0.6501 -0.0777 -0.34 0.98 -0.86 0.67
O 2.5429 0.4156 -1.5654 -0.08 -0.13 -0.10 0.00
H -0.2480 -0.4868 -0.6437 0.58 0.25 -0.18 0.01
H -2.7303 -2.3762 1.4513 1.04 0.77 -0.92 0.08
```
Positions in Å, forces in eV/Å.

2S+1   3
Orbital gap (alpha / beta)   4.340 / 7.630 eV
Electronic energy   -14204.55285 eV
Total charge   -2
HOMO energy (alpha / beta)   2.50 / -1.27 eV

***

A single C2H2N4O3 molecule in a non-equilibrium geometry. Source: the Open Molecules 2025 dataset; level of theory: wB97M-V/def2-TZVPD.

Structure (XYZ):
```
11
Properties=species:S:1:pos:R:3:forces:R:3:nbo_charge:R:1
O 0.4530 0.3891 -3.1174 -0.03 -0.05 0.60 -0.38
N -0.6554 -0.0747 -2.9559 -0.40 0.00 -0.62 0.30
N -1.0339 -0.3791 -1.7456 1.69 -0.13 3.94 -0.14
C -2.3492 -0.6952 -1.1754 -1.19 0.12 -1.16 0.73
O -3.3203 -0.8134 -1.8546 0.02 -0.27 -0.41 -0.51
N -2.2760 -0.6935 0.1792 -0.09 0.40 0.77 -0.53
C -1.1052 -0.2780 0.5725 -0.68 -1.05 -3.40 0.28
N -0.2658 -0.0776 -0.4725 -1.45 1.05 -1.50 0.02
O 1.0700 -0.0626 -0.4060 2.29 -0.12 -0.97 -0.51
H -0.9563 -0.1575 1.5961 1.24 0.35 1.36 0.23
H 1.4691 0.2887 -1.2720 -1.41 -0.30 1.39 0.52
```
Positions in Å, forces in eV/Å.

Orbital gap   8.774 eV
Electronic energy   -14203.45617 eV
SMILES   O=Nn1c(=O)ncn1O
Total charge   0
HOMO energy   -9.71 eV

***

2 unconnected molecules or ions with the total composition C2H2N5 in a non-equilibrium geometry. Source: the Open Molecules 2025 dataset; level of theory: wB97M-V/def2-TZVPD.

Structure (XYZ):
```
9
Properties=species:S:1:pos:R:3:forces:R:3:nbo_charge:R:1
C -0.1037 -0.5150 -0.7458 0.16 1.53 2.04 0.07
C -1.4783 2.4189 0.3785 3.56 -0.25 1.20 0.21
N 0.7079 -0.1956 0.2922 0.18 0.08 -0.50 -0.47
N -0.1485 -1.7861 -0.9276 0.12 -2.37 0.16 -0.40
N 1.2137 -1.3696 0.7148 0.06 1.53 0.80 -0.12
N 0.7083 -2.3168 0.0545 -0.99 -0.40 -2.17 -0.16
N -0.3399 2.1715 0.7007 -5.01 1.89 -1.25 -0.75
H -0.7926 0.2723 -1.0676 0.40 -0.66 -0.69 0.19
H 0.2330 1.3203 0.6002 1.52 -1.35 0.43 0.43
```
Positions in Å, forces in eV/Å.

Orbital gap   10.309 eV
Electronic energy   -9556.03229 eV
Total charge   -1
HOMO energy   -5.61 eV

***

A single C2H2N6 molecule in a non-equilibrium geometry. Source: the Open Molecules 2025 dataset; level of theory: wB97M-V/def2-TZVPD.

Structure (XYZ):
```
10
Properties=species:S:1:pos:R:3:forces:R:3:nbo_charge:R:1
C -1.3400 1.0639 0.0830 -0.36 -2.15 -1.20 0.05
N -2.0970 -0.1245 0.0217 1.29 4.88 1.52 -0.21
N -1.2918 -1.1398 0.0564 2.55 -3.47 -1.38 -0.30
C -0.0006 -0.7630 -0.1542 -4.01 3.21 0.85 0.39
N 1.3069 -0.9971 -0.0363 1.42 -0.05 0.88 -0.38
N 1.9795 0.1532 0.1629 0.76 1.30 -1.57 0.00
N 1.2505 1.1729 -0.0636 -0.93 -1.84 1.22 -0.02
N -0.0241 0.6209 -0.1751 -1.14 1.45 0.46 -0.22
H -1.6674 2.1299 0.3215 0.57 -1.93 -0.83 0.24
H 1.8428 -1.7339 0.3434 -0.14 -1.39 0.05 0.43
```
Positions in Å, forces in eV/Å.

Orbital gap   9.542 eV
Electronic energy   -11042.92292 eV
SMILES   c1nnc2[nH]nnn12
Total charge   0
HOMO energy   -9.16 eV

***

A gas-phase ion, C2H2NO2 (charge +1) in a non-equilibrium geometry. Source: the Open Molecules 2025 dataset; level of theory: wB97M-V/def2-TZVPD.

Structure (XYZ):
```
7
Properties=species:S:1:pos:R:3:forces:R:3:nbo_charge:R:1
C 0.4079 0.8841 0.0098 2.09 -5.74 0.32 0.22
C 0.4095 -0.9148 -0.0431 0.70 7.80 0.53 0.23
N -1.6195 -0.0255 -0.0208 -1.44 0.51 0.29 0.26
O -0.8419 1.0542 -0.0275 0.18 0.87 0.42 -0.17
O -0.8395 -1.0674 0.0398 0.44 -1.68 -0.97 -0.15
H 1.2407 1.6322 0.2824 -1.73 -0.97 -0.86 0.31
H 1.2430 -1.5627 -0.2407 -0.24 -0.79 0.27 0.29
```
Positions in Å, forces in eV/Å.

Orbital gap   9.969 eV
Electronic energy   -7676.70868 eV
Total charge   +1
HOMO energy   -16.46 eV

***

A single C2H2NO2P molecule in a non-equilibrium geometry. Source: the Open Molecules 2025 dataset; level of theory: wB97M-V/def2-TZVPD.

Structure (XYZ):
```
8
Properties=species:S:1:pos:R:3:forces:R:3:nbo_charge:R:1
C -0.7436 0.5882 -0.6217 3.72 0.92 -3.55 -0.01
C -0.5712 -0.7302 -0.4981 1.33 -0.77 -0.98 -0.02
O -1.4603 -1.3664 0.2345 -1.22 -0.87 0.72 -0.24
O -2.8605 -1.0014 -0.3461 -0.06 -1.98 0.01 -0.61
P -3.1072 0.4404 0.2298 1.10 2.36 -0.14 1.36
N -1.7169 1.2246 -0.0071 -2.89 0.82 1.54 -0.89
H -0.0461 1.1521 -1.4398 -1.79 -1.15 2.23 0.21
H 0.1380 -1.3944 -1.0137 -0.19 0.66 0.16 0.20
```
Positions in Å, forces in eV/Å.

Orbital gap (alpha / beta)   7.496 / 7.497 eV
Electronic energy   -16975.94216 eV
SMILES   C1=COOP=N1
Total charge   0
HOMO energy (alpha / beta)   -9.02 / -9.02 eV